The following is a quantum chemistry calculation of the molecule C4H7NO2, from the Open Molecules 2025 dataset.

## Properties
strongest force on any atom	0.01510	hartree/bohr
spin multiplicity	1
E_tot	-361.83932	a.u.
structure (SMILES)	C[C@H](O)CN=C=O
orbital gap	11.19	eV

Each line ends with the natural charge from an NBO analysis.
Positions of all 14 atoms, in Å:
H -0.83785 0.23170 -1.67959  0.167
O 2.26455 -0.86515 1.62275  -0.492
H 1.52337 -0.09345 -1.12338  0.473
H -0.68552 1.42200 0.86844  0.206
C 1.77120 0.07002 1.12436  0.874
O 0.82865 -0.76531 -1.04162  -0.707
C -1.29383 -0.94056 0.06239  -0.628
H -0.90673 -1.13534 1.06998  0.209
H -2.27082 -0.45276 0.15970  0.212
N 1.35469 1.11331 0.64364  -0.589
H 0.01755 2.12429 -0.59000  0.208
C 0.02549 1.24176 0.05573  -0.242
C -0.35292 -0.04788 -0.73488  0.079
H -1.43784 -1.90263 -0.43754  0.228

Forces on atoms 1 to 2 (eV/Å):
-0.041 0.111 0.170
-0.190 0.712 -0.244